Computed, not measured: the molecule C4H9B in a non-equilibrium geometry, with ωB97M-V/def2-TZVPD.

For the energy, the calculation gives -182.4361 hartree. As for the spin multiplicity: 3. As for the orbital gap (alpha / beta): 5.96 / 10.62 eV. The energy above the lowest of the compared OMol25 structures with the same formula, charge and spin is 0.613 eV. As for the charge: 0.

Last column: Löwdin spin population.
Positions of all 14 atoms, in Å:
1 B -0.4216 0.6225 -0.0084  0.6789
2 C -1.9612 0.8340 -0.0185  0.2405
3 C -2.2366 -0.6603 0.0222  0.6591
4 C 2.2680 0.2726 -0.0577  0.0338
5 C 0.8300 -0.2908 0.1315  0.1730
6 H -2.4012 1.4970 0.7369  0.0216
7 H -2.0600 1.1652 -1.0589  0.0400
8 H -2.3028 -1.1078 -0.8486  0.0532
9 H -2.5401 -1.2004 0.8423  0.0431
10 H 2.6422 0.9359 0.8057  0.0012
11 H 2.8498 -0.6280 0.0667  0.0018
12 H 2.4272 0.9450 -0.9952  0.0094
13 H 0.7725 -0.8047 -0.9645  0.0171
14 H 0.8600 -1.0815 0.8672  0.0272

=====

Computed, not measured: C4H9B4BrF4NO3 as an isolated structure in a non-equilibrium geometry, with ωB97M-V/def2-TZVPD.

For the energy, the calculation gives -3511.8190 hartree. As for the spin multiplicity: 1. As for the orbital gap: 10.04 eV. As for the charge: -1.

Last column: Mulliken charge in e.
Positions of all 26 atoms, in Å:
1 C 2.0361 0.0332 1.1605  -1.1499
2 C 1.6251 -0.1371 -0.3164  -0.0185
3 B 0.1052 0.1343 -0.4592  0.1176
4 O -0.3570 0.8650 -1.5693  -0.3109
5 B -1.4576 1.5382 -1.1854  0.7597
6 Br -1.4944 3.4781 -1.1292  -0.2655
7 O -2.5271 0.8153 -0.7315  -0.2067
8 B -2.1048 0.0949 0.3659  0.3456
9 C -3.1702 -0.2235 1.4978  -0.6808
10 C -4.5290 -0.2838 0.9155  -0.0181
11 N -5.2519 0.7286 0.7936  -0.6074
12 O -0.8202 -0.3485 0.4683  -0.5471
13 H 1.5090 0.8798 1.5758  0.3160
14 H 1.7434 -0.8525 1.7078  0.2590
15 H 3.1040 0.1553 1.2463  0.3473
16 H 2.1778 0.5828 -0.8944  0.2524
17 H 1.8526 -1.1204 -0.7094  0.1869
18 H -3.1878 0.5689 2.2387  0.2649
19 H -2.9474 -1.1605 1.9920  0.2856
20 H -4.9014 -1.2488 0.5761  0.4107
21 H -6.1360 0.4743 0.3624  0.2514
22 B 4.9497 -0.9949 -1.5836  0.6169
23 F 4.6213 0.2981 -1.1068  -0.4243
24 F 5.1291 -0.9471 -2.9732  -0.3963
25 F 6.1299 -1.4328 -0.9649  -0.3866
26 F 3.9014 -1.8970 -1.2776  -0.4017

=====

Computed, not measured: a 2-piece molecular cluster, C4H9BO overall in a non-equilibrium geometry, with ωB97M-V/def2-TZVPD.

As for the structure (SMILES): C1CC1.CB=O. For the energy, the calculation gives -257.8858 hartree. As for the spin multiplicity: 1. As for the orbital gap: 10.16 eV. The energy above the lowest of the compared OMol25 structures with the same formula, charge and spin is 1.071 eV. As for the charge: 0.

Last column: Mulliken charge in e.
Positions of all 15 atoms, in Å:
1 C 1.9410 0.6817 -0.3074  -0.2782
2 C 2.9990 0.1744 0.6868  -0.4816
3 C 1.8259 1.0613 1.0535  -0.4404
4 H 2.1955 1.3682 -1.1134  0.2412
5 H 1.2272 -0.0911 -0.6865  0.0884
6 H 3.1210 -0.8214 1.0722  0.2612
7 H 4.0184 0.6992 0.5404  0.1852
8 H 1.0142 0.7895 1.6530  0.2673
9 H 2.1046 2.1278 1.2787  0.1496
10 C -3.9837 -1.1401 -0.6901  -0.6625
11 B -2.4450 -0.7297 -0.7507  0.5698
12 O -1.2751 -0.4904 -0.7115  -0.6590
13 H -4.4928 -0.8415 -1.5291  0.2914
14 H -4.1822 -0.5580 0.1864  0.2076
15 H -4.0678 -2.2300 -0.6823  0.2599

=====

Computed, not measured: the molecule C4H9BO in a non-equilibrium geometry, with ωB97M-V/def2-TZVPD.

For the energy, the calculation gives -257.8497 hartree. As for the spin multiplicity: 1. As for the orbital gap: 10.53 eV. The energy above the lowest of the compared OMol25 structures with the same formula, charge and spin is 2.053 eV. As for the charge: 0.

Last column: Mulliken charge in e.
Positions of all 15 atoms, in Å:
1 B 0.2720 0.1213 0.0711  0.1844
2 C 1.3003 -0.5798 0.9533  0.5738
3 C -0.7596 -0.1260 1.3425  -1.1029
4 C 0.3007 -1.0623 -1.1024  -1.2246
5 C -0.0459 1.5671 -0.6997  -1.0189
6 O 1.7792 -1.4813 1.4807  -0.3377
7 H -1.7462 -0.3654 0.8407  0.2839
8 H -0.8079 0.9116 1.9551  0.2324
9 H -0.6032 -0.8308 2.1053  0.4103
10 H 0.6972 -1.9959 -0.9381  0.4340
11 H 0.8411 -0.6697 -1.9599  0.3372
12 H -0.7450 -1.1075 -1.5217  0.3120
13 H -1.0715 1.7720 -0.3887  0.3086
14 H 0.6293 2.3396 -0.3603  0.3176
15 H -0.0405 1.5072 -1.7780  0.2899